Entry 1
Below is a cluster of 2 separate species, C6H10OS in total, with properties calculated with ωB97M-V/def2-TZVPD.

Output
- E_HOMO (eV) = -8.357
- Kohn-Sham gap (eV) = 8.148

CARTESIAN COORDINATES (ANGSTROEM)
C 1.336 1.774 -0.008
C 0.348 0.787 -0.725
C -1.004 0.375 0.322
C -0.986 -1.167 0.497
C 0.594 -1.290 0.481
C 0.910 -0.638 -0.895
H 2.443 1.983 -0.245
H 0.745 2.639 0.164
H 1.217 1.473 1.226
H -0.216 1.143 -1.793
H -0.945 1.207 0.998
H -1.879 0.453 -0.431
H -1.455 -1.856 1.429
H -2.833 -1.689 0.055
H 0.842 -0.873 1.502
H 0.364 -1.086 -1.683
O -1.721 -1.536 -0.776
S 2.240 -1.698 -0.118

Entry 2
Below is an isolated molecule of C6H10OS, with properties calculated with ωB97M-V/def2-TZVPD.

Output
- E_HOMO (eV) = -8.606
- Kohn-Sham gap (eV) = 9.492

CARTESIAN COORDINATES (ANGSTROEM)
C 2.061 -0.417 0.302
C 0.841 0.059 1.134
C 0.053 -0.092 -0.126
C 1.240 -0.247 -1.041
C -0.846 1.080 -0.542
C -2.419 -0.491 0.204
H 2.350 -1.483 0.482
H 2.881 0.278 0.534
H 0.790 1.097 1.457
H 0.636 -0.448 2.136
H 1.242 -0.971 -1.824
H 1.515 0.659 -1.548
H -0.922 1.016 -1.659
H -0.404 2.034 -0.286
H -3.163 -0.642 -0.557
H -2.879 -0.660 1.233
O -2.000 0.848 0.230
S -0.975 -1.619 -0.130

Most stable: entry 2 (next structure +0.2462 hartree)

Entry 1
Below is an isolated molecule of C6H10OS, with properties calculated with ωB97M-V/def2-TZVPD.

Output
- E_HOMO (eV) = -8.422
- Kohn-Sham gap (eV) = 9.322

CARTESIAN COORDINATES (ANGSTROEM)
C 1.907 1.055 -0.361
C 0.650 1.047 0.483
C -0.102 -0.204 0.063
C -1.495 -0.445 0.668
C -2.007 -0.146 -0.746
C 0.894 -1.358 0.096
H 2.683 1.712 0.045
H 1.681 1.376 -1.381
H 0.047 1.952 0.315
H 0.897 0.980 1.542
H -1.676 -1.464 1.017
H -1.786 0.266 1.458
H -2.538 0.786 -0.847
H -2.574 -0.937 -1.229
H 0.597 -2.127 -0.625
H 0.970 -1.798 1.122
O -0.671 -0.026 -1.248
S 2.525 -0.668 -0.371

Entry 2
Below is a structure of composition C6H10OS, with properties calculated with ωB97M-V/def2-TZVPD.

Output
- E_HOMO (eV) = -8.839
- Kohn-Sham gap (eV) = 9.507

CARTESIAN COORDINATES (ANGSTROEM)
C -0.388 -1.377 0.666
C -0.448 0.087 0.929
C 0.474 0.657 1.928
C -0.059 0.811 -0.465
C 0.902 0.330 -1.497
C 0.493 -0.259 -2.716
H 0.308 -1.819 -0.317
H 0.000 -2.018 1.626
H -1.754 -1.513 0.444
H -1.718 1.283 1.829
H 1.405 0.087 2.260
H -0.062 0.746 2.832
H -0.769 1.279 -1.127
H 2.115 0.339 -1.309
H -0.831 -0.630 -3.084
H 1.355 -0.390 -3.641
O -1.811 0.407 1.095
S 0.787 1.978 0.547

Most stable: entry 1 (next structure +0.2375 hartree)

Entry 1
Below is a structure of composition C6H10OS, with properties calculated with ωB97M-V/def2-TZVPD.

Output
- E_HOMO (eV) = -9.362
- Kohn-Sham gap (eV) = 10.137

CARTESIAN COORDINATES (ANGSTROEM)
C 1.948 -0.037 -0.616
C 0.552 0.234 -0.056
C -0.100 -1.043 0.296
C -1.389 -0.583 1.045
C -1.725 0.501 -0.051
C -0.595 0.234 -1.034
H 2.465 0.913 -0.918
H 2.684 -0.543 0.023
H 1.921 -0.617 -1.694
H 2.033 1.251 1.260
H 0.387 -1.910 0.606
H -2.219 -1.374 1.041
H -1.155 -0.064 2.033
H -1.748 1.548 0.436
H -2.627 0.207 -0.546
H -0.539 0.889 -1.917
O -0.583 -1.125 -1.160
S 0.689 1.520 1.253

Entry 2
Below is a structure of composition C6H10OS, with properties calculated with ωB97M-V/def2-TZVPD.

Output
- E_HOMO (eV) = -8.821
- Kohn-Sham gap (eV) = 9.347

CARTESIAN COORDINATES (ANGSTROEM)
C -2.764 -0.315 0.315
C -1.594 -1.098 -0.207
C -0.322 -0.841 0.150
C 0.658 -1.633 -0.538
C 1.909 0.059 0.646
C 0.418 0.465 0.705
H -3.312 -1.429 0.685
H -2.481 0.404 1.451
H -3.259 0.253 -0.576
H -1.890 -2.008 -0.511
H 0.494 -1.869 -1.517
H 0.624 -2.677 -0.075
H 2.500 0.914 0.373
H 2.039 -0.078 1.895
H -0.314 0.619 1.663
H 0.054 3.106 0.551
O 2.058 -1.063 -0.266
S -0.047 1.966 -0.515

Entry 3
Below is an isolated molecule of C6H10OS, with properties calculated with ωB97M-V/def2-TZVPD.

Output
- E_HOMO (eV) = -8.432
- Kohn-Sham gap (eV) = 9.325

CARTESIAN COORDINATES (ANGSTROEM)
C 0.524 0.572 -1.716
C 0.587 0.395 -0.390
C -0.760 0.485 -2.407
C -0.995 0.051 0.318
C -0.987 -1.316 0.971
C 1.600 0.445 1.728
O 1.736 0.354 0.310
S -2.048 -0.040 -1.133
H 1.344 0.656 -2.340
H -1.117 1.536 -2.655
H -0.712 -0.252 -3.146
H -1.154 0.895 0.965
H -0.703 -1.395 2.032
H -0.171 -1.934 0.512
H -2.020 -1.760 0.727
H 0.746 -0.215 2.002
H 1.591 1.517 2.058
H 2.541 0.004 2.166

Most stable: entry 3 (next structure +0.0066 hartree)

Entry 1
Below is a cluster of 2 separate species, CH2O4S in total, with properties calculated with ωB97M-V/def2-TZVPD.

Output
- E_HOMO (eV) = -10.746
- Kohn-Sham gap (eV) = 9.268

CARTESIAN COORDINATES (ANGSTROEM)
C -0.044 0.798 0.442
O -1.716 -0.985 2.626
O 0.106 -2.132 1.702
O 0.214 0.665 1.603
O -0.256 -0.711 -0.467
S -0.443 -1.575 2.929
H -0.577 1.483 -0.151
H -0.044 -1.354 0.167

Entry 2
Below is an isolated molecule of CH2O4S, with properties calculated with ωB97M-V/def2-TZVPD.

Output
- E_HOMO (eV) = -10.674
- Kohn-Sham gap (eV) = 11.022

CARTESIAN COORDINATES (ANGSTROEM)
C -0.502 0.883 -1.166
O -0.461 -0.764 1.502
O 0.030 -0.335 -1.098
O 1.767 -0.853 0.626
O -0.743 1.581 -0.241
S 0.479 -1.386 0.253
H -0.370 1.235 -2.217
H -0.200 -0.360 2.339

Most stable: entry 2 (next structure +0.0327 hartree)